Molecular formula: C34H73BBrClIN4O10P2S
Method: DFT, the ωB97M-V functional and the def2-TZVPD basis

LUMO (eV): -2.94
M (g/mol): 1045.1
Charge: +1
E_HOMO (eV): -9.9
HOMO-LUMO gap (eV): 6.985

Each line ends with the Löwdin charge.
Geometry (Å):
C (0.9192, 2.7659, 1.1683)  0.1978
C (0.9456, 1.9723, 0.1240)  -0.0791
N (0.6479, 1.0428, -1.0377)  0.0164
C (0.7634, -0.4358, -0.7553)  -0.2460
B (1.8874, -1.0656, -1.8320)  -0.4032
O (2.7043, -2.2572, -1.5056)  -0.0197
C (2.1462, -0.6202, -3.3761)  -0.1502
C (3.5661, -1.2433, -3.9538)  -0.1001
C (1.3547, -0.8572, 0.6844)  -0.5426
I (3.4724, -0.2776, 1.0347)  1.0334
C (0.4933, -0.5625, 2.0096)  -0.2969
C (1.3361, -0.0107, 3.2996)  -0.2124
C (-0.5746, -1.3054, -1.1552)  -0.5325
Br (-2.1987, -0.9121, -0.0231)  0.9699
C (-0.4915, -2.8995, -1.0948)  -0.2757
C (-1.1128, -3.6058, 0.2569)  -0.1435
C (-1.4638, -3.4543, -2.3131)  -0.1651
C (-1.7475, -5.0716, -2.1819)  -0.2416
C (-0.3852, -5.9534, -2.1344)  -0.1214
O (-0.8974, -0.9543, -2.5192)  -0.2015
C (-1.2461, 0.4073, -2.7902)  -0.5289
O (-2.7135, 0.6204, -2.8429)  -0.1149
P (-0.8324, 0.5940, -4.6975)  0.9052
C (-0.9843, -1.1511, -5.5225)  -0.2712
C (-2.3091, 1.5212, -5.5382)  -0.3025
C (-0.4851, 1.5513, -1.8719)  -0.3491
C (-1.4541, 2.6815, -1.2723)  -0.1855
C (-2.2425, 2.4850, 0.0968)  -0.2394
C (-3.8449, 2.1661, -0.0453)  -0.2150
C (-4.6470, 3.5965, 0.1205)  -0.2606
S (-5.1571, 3.9593, 1.8667)  0.4491
O (-6.0059, 5.2352, 1.8041)  -0.3997
O (-5.9439, 2.8290, 2.5059)  -0.3838
Cl (-3.4816, 4.3415, 3.0411)  0.3520
P (0.3955, 2.6378, -3.2594)  0.8785
N (-0.7100, 3.8376, -3.9155)  -0.1619
O (1.6217, 3.6373, -2.4838)  -0.3474
H (0.7461, 3.5344, 1.9989)  0.1204
H (1.5318, 1.2502, -1.5847)  0.1331
H (2.3967, -2.9724, -2.1133)  0.1085
H (2.2562, 0.5102, -3.5565)  0.0763
H (1.3356, -1.1391, -4.0097)  0.0832
H (3.4934, -2.3847, -4.1225)  0.0871
H (3.8168, -0.6587, -4.9275)  0.0912
H (4.3556, -0.9760, -3.1356)  0.0949
H (1.4181, -2.0262, 0.6636)  0.1123
H (-0.3365, 0.2445, 1.8459)  0.0690
H (-0.0862, -1.4819, 2.4363)  0.0882
H (0.5310, 0.0834, 4.1458)  0.0921
H (2.0975, -0.7779, 3.7088)  0.0670
H (1.7528, 1.0500, 3.1637)  0.0414
H (0.4880, -3.4463, -1.2635)  0.1221
H (-2.2476, -3.7943, 0.1861)  0.0734
H (-0.6441, -4.6782, 0.2969)  0.0968
H (-0.7678, -3.1078, 1.2295)  0.0499
H (-0.9323, -3.3719, -3.3513)  0.1117
H (-2.5047, -2.9654, -2.2959)  0.1140
H (-2.5135, -5.3261, -1.3633)  0.1007
H (-2.2662, -5.3491, -3.1929)  0.1161
H (-0.5991, -6.9102, -2.7673)  0.0875
H (-0.0544, -6.2660, -1.0802)  0.0736
H (0.4116, -5.3597, -2.7280)  0.0753
H (-3.0715, -0.3021, -2.8932)  0.1144
H (-1.5303, -1.9126, -4.8566)  0.0324
H (-1.5137, -1.0177, -6.5539)  0.0630
H (0.1042, -1.4746, -5.7914)  0.0450
H (-3.0944, 0.7154, -5.8452)  0.0555
H (-1.8552, 2.0503, -6.4623)  0.0516
H (-2.7628, 2.3284, -4.8591)  0.0320
H (-2.2769, 2.9977, -2.0432)  0.1343
H (-0.8131, 3.6566, -1.1659)  0.1141
H (-2.2209, 3.5206, 0.6455)  0.0777
H (-1.7183, 1.7752, 0.8622)  0.0700
H (-4.1481, 1.7706, -1.0777)  0.1038
H (-4.1515, 1.4364, 0.8106)  0.1091
H (-5.6087, 3.5140, -0.5358)  0.1363
H (-3.9379, 4.4003, -0.3201)  0.1213
H (-0.6956, 4.6885, -3.3136)  0.0573
H (-0.4166, 4.1609, -4.8549)  0.0628
H (2.3788, 3.6615, -3.1363)  0.0618
C (-4.2930, -8.0650, 5.1474)  -0.1109
O (-4.7728, -6.7503, 5.3844)  -0.1962
C (-4.2923, -6.1714, 6.6012)  -0.2001
C (-3.2489, -5.0817, 6.3225)  -0.2040
N (-1.9964, -5.6545, 5.8252)  -0.0514
C (-1.0757, -4.6750, 5.2423)  -0.1891
C (-1.5698, -3.8344, 4.0500)  -0.2094
O (-1.7555, -4.5710, 2.8441)  -0.2252
C (-2.9739, -5.2978, 2.7758)  -0.0802
H (-4.9007, -8.5056, 4.3530)  0.0916
H (-3.2563, -8.0526, 4.8076)  0.0683
H (-4.3881, -8.6938, 6.0402)  0.0916
H (-3.9135, -6.9296, 7.2966)  0.1229
H (-5.1573, -5.6984, 7.0768)  0.1216
H (-3.0506, -4.5307, 7.2461)  0.1231
H (-3.6901, -4.3906, 5.5975)  0.0967
H (-2.2035, -6.3529, 5.1216)  0.0628
H (-0.1967, -5.2380, 4.9107)  0.1211
H (-0.7356, -4.0001, 6.0356)  0.1182
H (-0.7830, -3.1053, 3.8269)  0.0982
H (-2.4616, -3.2434, 4.2858)  0.1149
H (-3.7998, -4.7742, 3.2648)  0.0955
H (-2.8390, -6.2923, 3.2007)  0.0720
H (-3.2306, -5.4324, 1.7212)  0.0813
C (3.8353, 6.9096, -2.4669)  -0.1131
O (5.0876, 6.2473, -2.3849)  -0.1999
C (6.1203, 7.0381, -1.7868)  -0.1975
C (6.4547, 6.5387, -0.3752)  -0.2036
N (5.3682, 6.8231, 0.5640)  -0.0544
C (5.4698, 6.1067, 1.8390)  -0.1903
C (5.5047, 4.5675, 1.8056)  -0.2128
O (4.2784, 3.9576, 1.4107)  -0.1994
C (4.0533, 3.9366, 0.0096)  -0.1155
H (3.1992, 6.3413, -3.1507)  0.0771
H (3.3392, 6.9396, -1.4957)  0.0709
H (3.9439, 7.9253, -2.8647)  0.0925
H (5.8762, 8.1070, -1.7933)  0.1233
H (7.0083, 6.9045, -2.4127)  0.1217
H (7.3680, 7.0297, -0.0282)  0.1246
H (6.6492, 5.4643, -0.4507)  0.0969
H (4.4830, 6.5822, 0.1348)  0.0607
H (4.5987, 6.4070, 2.4309)  0.1189
H (6.3537, 6.4700, 2.3745)  0.1192
H (5.6794, 4.2306, 2.8326)  0.1212
H (6.3416, 4.1729, 1.2194)  0.1111
H (4.9768, 3.7973, -0.5595)  0.0945
H (3.5405, 4.8481, -0.2987)  0.0686
H (3.3845, 3.1018, -0.2146)  0.0331

***

Molecular formula: C34H76B3BrFNO5
Method: DFT, the ωB97M-V functional and the def2-TZVPD basis

LUMO (eV): -0.21
SMILES: NB1OB(CC(=O)F)OB(CC(=O)Br)O1.CCCCCC.CCCCCC.CCCCCC.CCCCCC.CCCCCC
M (g/mol): 710.3
E_HOMO (eV): -10.6
HOMO-LUMO gap (eV): 10.437

Each line ends with the Löwdin charge.
Geometry (Å):
N (3.2041, -1.9642, 3.4593)  0.1517
B (2.3389, -1.4962, 2.3292)  -0.5236
O (2.7448, -0.2367, 1.6776)  0.1973
B (1.5806, 0.6187, 1.9132)  -0.4205
C (1.6218, 1.8744, 2.9465)  0.0433
C (1.5435, 3.2940, 2.2241)  -0.2970
O (1.7583, 3.3491, 1.0000)  0.1137
F (1.2238, 4.4409, 3.0236)  0.0253
O (0.3812, 0.2070, 1.1774)  0.1707
B (0.1004, -1.1192, 1.7365)  -0.4535
C (-1.4401, -1.3415, 2.2493)  -0.0009
C (-1.7566, -0.0399, 3.1706)  -0.6948
O (-1.5431, -0.0817, 4.4013)  -0.0302
Br (-2.4334, 1.6668, 2.4118)  0.7226
O (1.1297, -2.1490, 1.8704)  0.2312
H (2.9812, -1.3080, 4.2409)  0.0819
H (4.1990, -1.7383, 3.2446)  0.0913
H (2.5550, 1.8442, 3.6270)  0.1436
H (0.7244, 1.7658, 3.6727)  0.1308
H (-2.2126, -1.3285, 1.4104)  0.1263
H (-1.4972, -2.2513, 2.9344)  0.1312
C (-5.4888, 7.0838, 5.1831)  -0.1155
C (-4.9741, 7.2174, 3.7566)  -0.2731
C (-4.3302, 5.9358, 3.2245)  -0.2276
C (-3.0838, 5.4690, 3.9840)  -0.2294
C (-1.9447, 6.4872, 4.0546)  -0.2675
C (-1.3803, 6.8517, 2.6880)  -0.1111
H (-4.6806, 6.8715, 5.8867)  0.0654
H (-5.9658, 8.0155, 5.5001)  0.0692
H (-6.2304, 6.2837, 5.2564)  0.0749
H (-4.2713, 8.0531, 3.6957)  0.0982
H (-5.8162, 7.4770, 3.1055)  0.1043
H (-4.0799, 6.0805, 2.1682)  0.1010
H (-5.0714, 5.1284, 3.2493)  0.1086
H (-2.7133, 4.5530, 3.5085)  0.0635
H (-3.3636, 5.1825, 5.0032)  0.1029
H (-1.1379, 6.0620, 4.6614)  0.1025
H (-2.2712, 7.3947, 4.5724)  0.0986
H (-1.0047, 5.9638, 2.1721)  0.0655
H (-0.5487, 7.5527, 2.7998)  0.0725
H (-2.1313, 7.3288, 2.0541)  0.0662
C (-0.2674, -1.2971, -1.6507)  -0.0921
C (1.1637, -1.2232, -2.1624)  -0.2494
C (1.2981, -0.4350, -3.4665)  -0.2128
C (0.5480, -1.0249, -4.6651)  -0.2275
C (0.9274, -2.4614, -5.0274)  -0.2624
C (2.3843, -2.6101, -5.4448)  -0.1082
H (-0.9227, -1.8177, -2.3530)  0.0728
H (-0.2991, -1.8431, -0.7027)  0.0559
H (-0.6711, -0.2959, -1.4776)  0.0877
H (1.5646, -2.2339, -2.2821)  0.1054
H (1.7816, -0.7368, -1.3991)  0.1041
H (2.3613, -0.3413, -3.7125)  0.0903
H (0.9369, 0.5870, -3.3031)  0.1152
H (0.7252, -0.3800, -5.5340)  0.1085
H (-0.5299, -0.9819, -4.4781)  0.0829
H (0.2931, -2.7875, -5.8585)  0.0887
H (0.7119, -3.1381, -4.1943)  0.1025
H (2.6092, -1.9765, -6.3073)  0.0776
H (2.5902, -3.6467, -5.7257)  0.0721
H (3.0669, -2.3460, -4.6335)  0.0590
C (-1.5067, -3.6151, 10.3570)  -0.1155
C (-1.8008, -2.6206, 9.2425)  -0.2728
C (-1.8691, -3.2677, 7.8580)  -0.2272
C (-0.5695, -3.9248, 7.3812)  -0.2261
C (0.6464, -2.9989, 7.3287)  -0.2638
C (0.4795, -1.8464, 6.3479)  -0.1163
H (-0.5312, -4.0899, 10.2288)  0.0651
H (-1.5008, -3.1056, 11.3246)  0.0696
H (-2.2699, -4.3972, 10.3927)  0.0750
H (-1.0538, -1.8218, 9.2556)  0.0981
H (-2.7647, -2.1422, 9.4482)  0.1050
H (-2.1824, -2.5107, 7.1312)  0.0996
H (-2.6592, -4.0276, 7.8591)  0.1093
H (-0.7412, -4.3438, 6.3825)  0.1089
H (-0.3344, -4.7787, 8.0251)  0.1006
H (1.5182, -3.5894, 7.0264)  0.1062
H (0.8741, -2.6054, 8.3244)  0.1002
H (0.2974, -2.2193, 5.3359)  0.0685
H (1.3892, -1.2385, 6.3247)  0.0659
H (-0.3477, -1.1917, 6.6294)  0.0620
C (-1.9780, -1.4085, -7.3350)  -0.1099
C (-3.0085, -1.5572, -6.2244)  -0.2664
C (-3.9987, -2.6976, -6.4681)  -0.2257
C (-4.8756, -2.5437, -7.7151)  -0.2298
C (-5.7173, -1.2676, -7.7654)  -0.2737
C (-6.7329, -1.1739, -6.6346)  -0.1156
H (-2.4465, -1.1642, -8.2912)  0.0680
H (-1.2794, -0.6024, -7.0943)  0.0639
H (-1.4014, -2.3293, -7.4573)  0.0693
H (-3.5399, -0.6112, -6.0864)  0.1024
H (-2.4812, -1.7526, -5.2841)  0.0879
H (-4.6373, -2.8035, -5.5847)  0.1008
H (-3.4434, -3.6392, -6.5513)  0.1099
H (-5.5419, -3.4122, -7.7775)  0.1091
H (-4.2471, -2.5865, -8.6108)  0.1003
H (-6.2560, -1.2460, -8.7188)  0.1044
H (-5.0743, -0.3819, -7.7573)  0.0985
H (-7.4165, -2.0272, -6.6531)  0.0751
H (-7.3289, -0.2631, -6.7395)  0.0696
H (-6.2478, -1.1400, -5.6565)  0.0651
C (5.4982, -0.2006, -1.8646)  -0.1110
C (6.9298, -0.1267, -2.3767)  -0.2701
C (7.0645, 0.6614, -3.6809)  -0.2267
C (6.3141, 0.0712, -4.8796)  -0.2270
C (6.6935, -1.3656, -5.2417)  -0.2760
C (8.1504, -1.5141, -5.6589)  -0.1142
H (4.8432, -0.7213, -2.5674)  0.0543
H (5.4656, -0.7460, -0.9171)  0.0684
H (5.0940, 0.8005, -1.6916)  0.0791
H (7.3306, -1.1373, -2.4964)  0.0986
H (7.5477, 0.3596, -1.6137)  0.1048
H (8.1275, 0.7548, -3.9270)  0.1001
H (6.7034, 1.6835, -3.5177)  0.1099
H (6.4914, 0.7158, -5.7486)  0.1102
H (5.2358, 0.1143, -4.6926)  0.0929
H (6.0590, -1.6918, -6.0730)  0.1022
H (6.4780, -2.0423, -4.4087)  0.0982
H (8.3753, -0.8804, -6.5213)  0.0758
H (8.3569, -2.5505, -5.9400)  0.0697
H (8.8328, -1.2499, -4.8478)  0.0656

***

Molecular formula: C34H76N7O12P2S
Method: DFT, the ωB97M-V functional and the def2-TZVPD basis

LUMO (eV): 1.79
M (g/mol): 869.0
Charge: -1
E_HOMO (eV): -3.6
HOMO-LUMO gap (eV): 5.393

Each line ends with the Löwdin charge.
Geometry (Å):
C (1.9322, -0.2101, -1.5699)  -0.0656
C (1.1593, -0.4898, -2.6384)  -0.2243
C (-0.3482, -0.5865, -2.6630)  -0.3141
P (-1.1282, -1.4267, -1.1530)  0.4836
C (-1.2515, -3.1996, -1.9239)  -0.2538
C (0.0137, -3.7098, -2.6301)  -0.2331
C (-0.3004, -5.0494, -3.3049)  -0.2973
O (-0.6066, -6.0582, -2.3431)  -0.0793
P (-1.1817, 0.5576, -0.0180)  0.3431
S (-2.3188, 1.9778, -0.8458)  -0.0470
O (-2.6384, -1.0670, -1.9389)  -0.3631
C (-3.7848, -1.3569, -1.2097)  -0.2404
C (-3.3694, -2.0470, 0.1351)  -0.4014
C (-3.9771, -3.4601, 0.1627)  -0.1421
C (-5.4863, -3.4567, 0.4462)  -0.1552
C (-5.7503, -3.8025, 1.9114)  -0.1524
O (-5.3047, -2.6631, 2.6870)  -0.0301
C (-4.4858, -2.9896, 3.6992)  -0.5898
C (-3.2513, -2.1348, 3.8031)  0.0345
O (-4.6936, -3.8680, 4.4371)  0.1323
O (-1.9855, -2.0197, 0.2738)  -0.3640
H (1.8544, 0.7013, -0.9919)  0.0274
H (2.6457, -0.9644, -1.2808)  0.0337
H (1.6661, -0.7055, -3.5789)  0.0878
H (-0.7708, 0.4116, -2.8279)  0.0529
H (-0.6124, -1.1502, -3.5532)  0.0692
H (0.1036, -1.8881, -0.5718)  0.0378
H (-2.1001, -3.3389, -2.5964)  0.0817
H (-1.4206, -3.8801, -1.0958)  0.0684
H (0.8316, -3.9055, -1.9375)  0.1102
H (0.3606, -3.0689, -3.4392)  0.0894
H (-1.2140, -4.8687, -3.8838)  0.1044
H (0.4760, -5.3462, -4.0202)  0.1027
H (-1.0895, -6.7447, -2.8149)  0.0737
H (-1.7650, 0.3235, 1.2494)  -0.0714
H (0.1062, 1.0712, 0.2683)  -0.0905
H (-4.5168, -1.9269, -1.7957)  0.1121
H (-4.3178, -0.4139, -1.0121)  0.0870
H (-3.7617, -1.4652, 0.9784)  0.1216
H (-3.8125, -3.8865, -0.8240)  0.1019
H (-3.4055, -4.0628, 0.8738)  0.1203
H (-5.9242, -2.5004, 0.1667)  0.1161
H (-5.9382, -4.2409, -0.1582)  0.1115
H (-6.8212, -3.9335, 2.0542)  0.0965
H (-5.2274, -4.7163, 2.1684)  0.1241
H (-3.4019, -1.1385, 3.4040)  0.0687
H (-2.9947, -2.0818, 4.8544)  0.0819
H (-2.4515, -2.6443, 3.2708)  0.0962
C (-1.0239, 4.6591, -3.6580)  -0.3478
O (-0.3268, 4.2873, -4.5838)  0.0044
N (-1.8861, 5.6993, -3.7157)  -0.2049
C (-2.6885, 6.0851, -2.5730)  -0.0634
C (-2.0078, 6.4412, -4.9550)  -0.0573
H (-1.0128, 4.1675, -2.6722)  0.0957
H (-3.7493, 6.0129, -2.8252)  0.0860
H (-2.4574, 7.1162, -2.2902)  0.0817
H (-2.4819, 5.4293, -1.7287)  0.0752
H (-2.3240, 5.7717, -5.7569)  0.0889
H (-1.0402, 6.8672, -5.2275)  0.0866
H (-2.7375, 7.2401, -4.8390)  0.0783
C (5.4410, -0.7113, -0.5996)  -0.3679
O (5.0130, -1.2500, -1.6046)  -0.0092
N (6.0946, 0.4597, -0.5677)  -0.1801
C (6.5737, 1.0581, 0.6760)  -0.0494
C (6.3239, 1.1519, -1.8201)  -0.0397
H (5.3083, -1.1570, 0.4026)  0.1213
H (6.1009, 2.0356, 0.8111)  0.0573
H (7.6552, 1.1806, 0.6272)  0.0842
H (6.3280, 0.4271, 1.5234)  0.0625
H (5.3670, 1.3675, -2.2986)  0.0937
H (6.9078, 0.5123, -2.4870)  0.0781
H (6.8604, 2.0815, -1.6428)  0.0874
C (-9.5940, -3.5004, 1.3217)  -0.3541
O (-8.8850, -3.9391, 0.4394)  0.0208
N (-10.4618, -2.4771, 1.1743)  -0.2013
C (-11.2803, -1.9969, 2.2682)  -0.0653
C (-10.5719, -1.8403, -0.1274)  -0.0401
H (-9.5821, -3.9145, 2.3462)  0.1345
H (-12.3373, -2.0951, 2.0097)  0.0864
H (-11.0569, -0.9452, 2.4628)  0.0832
H (-11.0823, -2.5725, 3.1703)  0.0818
H (-10.8751, -2.5765, -0.8729)  0.0918
H (-9.6033, -1.4342, -0.4216)  0.0950
H (-11.3059, -1.0389, -0.0869)  0.0834
C (9.1033, -0.9117, 2.9235)  -0.3427
O (8.5778, 0.1709, 2.7490)  0.0146
N (8.4518, -2.0808, 3.0937)  -0.1964
C (9.1578, -3.3293, 3.2980)  -0.0635
C (6.9988, -2.0901, 3.0726)  -0.0294
H (10.2018, -1.0261, 2.9609)  0.1307
H (8.9013, -4.0322, 2.5025)  0.0898
H (8.8737, -3.7606, 4.2606)  0.0875
H (10.2331, -3.1625, 3.2890)  0.0796
H (6.6436, -1.7152, 2.1149)  0.0614
H (6.6144, -1.4406, 3.8607)  0.0986
H (6.6317, -3.1021, 3.2239)  0.0895
C (-5.6145, 1.8315, 4.2167)  -0.3550
O (-4.5928, 1.3745, 3.7507)  0.0280
N (-6.8587, 1.3766, 3.9535)  -0.1993
C (-8.0345, 1.9660, 4.5551)  -0.0715
C (-7.0171, 0.2569, 3.0368)  -0.0251
H (-5.6077, 2.6823, 4.9235)  0.1287
H (-8.5689, 1.2116, 5.1386)  0.0849
H (-8.6972, 2.3485, 3.7744)  0.0853
H (-7.7536, 2.7869, 5.2125)  0.0780
H (-6.4698, -0.6053, 3.4149)  0.0787
H (-6.6053, 0.5212, 2.0617)  0.1026
H (-8.0716, 0.0069, 2.9334)  0.0761
C (5.0230, 3.8053, 2.9214)  -0.3307
O (5.8177, 3.5390, 2.0383)  -0.0023
N (4.0179, 4.6926, 2.8084)  -0.1983
C (3.1008, 4.9623, 3.8977)  -0.0598
C (3.8492, 5.3993, 1.5493)  -0.0358
H (5.0645, 3.3200, 3.9119)  0.1364
H (2.0812, 4.7249, 3.5881)  0.0930
H (3.1549, 6.0184, 4.1717)  0.0863
H (3.3559, 4.3581, 4.7660)  0.0808
H (3.6838, 4.6829, 0.7443)  0.0970
H (4.7525, 5.9676, 1.3231)  0.0912
H (2.9999, 6.0748, 1.6147)  0.0854
C (10.1201, 1.8907, -3.4610)  -0.3654
O (10.4170, 3.0248, -3.1382)  0.0086
N (9.6569, 1.5251, -4.6724)  -0.2018
C (9.3205, 0.1497, -4.9862)  -0.0625
C (9.4890, 2.5454, -5.6920)  -0.0441
H (10.2086, 1.0423, -2.7594)  0.1316
H (9.9346, -0.1987, -5.8199)  0.0854
H (8.2672, 0.0818, -5.2651)  0.0909
H (9.4984, -0.4899, -4.1243)  0.0820
H (10.4472, 3.0275, -5.8918)  0.0900
H (8.7899, 3.3051, -5.3408)  0.0935
H (9.1090, 2.0962, -6.6063)  0.0841